{
  "formula": "C51H130BeN9O16",
  "method": "ωB97M-V/def2-TZVPD",
  "symbols": ["Be", "C", "C", "C", "O", "H", "H", "H", "H", "H", "H", "H", "C", "O", "C", "C", "N", "C", "C", "O", "C", "H", "H", "H", "H", "H", "H", "H", "H", "H", "H", "H", "H", "H", "H", "H", "C", "O", "C", "C", "N", "C", "C", "O", "C", "H", "H", "H", "H", "H", "H", "H", "H", "H", "H", "H", "H", "H", "H", "H", "C", "O", "C", "C", "N", "C", "C", "O", "C", "H", "H", "H", "H", "H", "H", "H", "H", "H", "H", "H", "H", "H", "H", "H", "C", "O", "C", "C", "N", "C", "C", "O", "C", "H", "H", "H", "H", "H", "H", "H", "H", "H", "H", "H", "H", "H", "H", "H", "C", "O", "C", "C", "N", "C", "C", "O", "C", "H", "H", "H", "H", "H", "H", "H", "H", "H", "H", "H", "H", "H", "H", "H", "C", "O", "C", "C", "N", "C", "C", "O", "C", "H", "H", "H", "H", "H", "H", "H", "H", "H", "H", "H", "H", "H", "H", "H", "C", "C", "C", "O", "C", "N", "H", "H", "H", "H", "H", "H", "H", "H", "H", "H", "H", "C", "C", "C", "O", "C", "N", "H", "H", "H", "H", "H", "H", "H", "H", "H", "H", "H", "C", "C", "C", "O", "C", "N", "H", "H", "H", "H", "H", "H", "H", "H", "H", "H", "H"],
  "coordinates": [[-2.136376, 2.637027, 5.867945], [2.206775, -0.713747, 0.429343], [1.246868, 0.271502, -0.176742], [0.798299, -0.156981, -1.540073], [0.189861, 0.621789, 0.738856], [3.033839, -0.967408, -0.233779], [1.718042, -1.645712, 0.713397], [2.820168, -0.318596, 1.239103], [1.753032, 1.225533, -0.324191], [0.272845, 0.709873, -1.940790], [0.092794, -0.983019, -1.450556], [1.485125, -0.464808, -2.328507], [-1.902018, -2.165557, -12.923196], [-1.094707, -2.982546, -12.076062], [-1.832788, -3.458494, -10.983621], [-2.172849, -2.459804, -9.837261], [-3.382429, -1.714664, -10.148951], [-3.929229, -1.007043, -9.034575], [-5.245933, -0.390555, -9.424373], [-6.353803, -1.410430, -9.331475], [-7.567855, -0.760622, -9.471887], [-1.273266, -2.042180, -13.804987], [-1.982795, -1.171704, -12.482943], [-2.887890, -2.581546, -13.130828], [-1.083730, -4.112098, -10.536620], [-2.671809, -4.084484, -11.287416], [-1.295061, -1.823430, -9.724933], [-2.343439, -2.943411, -8.875426], [-4.074380, -2.353430, -10.514030], [-3.202351, -0.277060, -8.678388], [-4.000872, -1.633250, -8.145283], [-5.084094, 0.115429, -10.376162], [-5.504968, 0.348879, -8.666590], [-7.519919, -0.157129, -10.378315], [-7.783537, -0.010045, -8.711475], [-8.433842, -1.411941, -9.589928], [-4.668349, 1.593628, 9.160422], [-4.997549, 1.804403, 7.780226], [-6.438860, 2.046573, 7.603103], [-6.925586, 1.847181, 6.116671], [-6.170456, 2.658190, 5.152308], [-6.467877, 4.075765, 5.317682], [-5.825080, 4.819694, 4.215943], [-4.416488, 4.916381, 4.475181], [-3.588555, 5.501067, 3.469170], [-4.631651, 2.521313, 9.731528], [-3.705262, 1.103001, 9.301288], [-5.419308, 0.961521, 9.634330], [-6.552384, 3.071864, 7.955268], [-7.083501, 1.387339, 8.184419], [-7.992994, 2.067284, 6.099803], [-6.740749, 0.813941, 5.822819], [-6.364453, 2.283080, 4.234831], [-6.202338, 4.504781, 6.283883], [-7.552280, 4.158249, 5.244390], [-6.080683, 5.878521, 4.175524], [-6.093160, 4.470230, 3.218893], [-3.555202, 4.883285, 2.571771], [-2.592992, 5.585585, 3.904831], [-3.899824, 6.487808, 3.126309], [-13.628962, -4.910398, 3.924369], [-12.903609, -3.808628, 3.358742], [-12.155725, -4.088252, 2.210269], [-11.425329, -2.750450, 1.806943], [-12.319727, -1.760900, 1.189366], [-11.644503, -0.497259, 0.869383], [-10.466166, -0.535516, -0.125237], [-9.354834, -1.048730, 0.546145], [-8.101972, -1.010067, -0.211819], [-13.831416, -5.702973, 3.203996], [-14.546503, -4.534415, 4.376981], [-13.132268, -5.375509, 4.775873], [-12.791703, -4.448423, 1.401622], [-11.428140, -4.876661, 2.402938], [-10.675341, -2.939677, 1.038952], [-10.860473, -2.351165, 2.649334], [-12.520364, -2.105587, 0.261450], [-11.441392, -0.000219, 1.817957], [-12.413452, 0.118709, 0.403104], [-10.333484, 0.423365, -0.626286], [-10.582366, -1.222393, -0.963563], [-7.427648, -1.533748, 0.465786], [-7.732563, 0.000729, -0.384772], [-8.113840, -1.632555, -1.106508], [4.813943, 11.393815, 7.276478], [4.997972, 10.843838, 5.938748], [3.968257, 10.895406, 5.029654], [4.330132, 10.398376, 3.632220], [4.817057, 9.070867, 3.786183], [5.127268, 8.508184, 2.463970], [5.915910, 7.187249, 2.567606], [7.306977, 7.458292, 2.787027], [7.643894, 7.822214, 4.146313], [3.973849, 10.965007, 7.822791], [4.815424, 12.478056, 7.388346], [5.712707, 11.076522, 7.805304], [3.516489, 11.887346, 5.021850], [3.232094, 10.185598, 5.406925], [5.097285, 11.008716, 3.155703], [3.418538, 10.526371, 3.048518], [5.673433, 9.216953, 4.301314], [5.707009, 9.217880, 1.873764], [4.160083, 8.374404, 1.979444], [5.851196, 6.772776, 1.561555], [5.496303, 6.473563, 3.276600], [7.063353, 7.185523, 4.813925], [7.427561, 8.876667, 4.317878], [8.652880, 7.447870, 4.319281], [8.539682, -1.811523, -6.659044], [7.730110, -3.000919, -6.507312], [6.483483, -3.068892, -7.255148], [5.799806, -4.382385, -7.096421], [5.085848, -4.474689, -5.815228], [4.422288, -5.780114, -5.686521], [3.691217, -5.798839, -4.333516], [2.945635, -7.029212, -4.253970], [1.536583, -6.867625, -4.664551], [8.050249, -0.900134, -6.315639], [8.929059, -1.685391, -7.669272], [9.370757, -1.953420, -5.968184], [6.635145, -2.903128, -8.321743], [5.827585, -2.245625, -6.972064], [6.568152, -5.140840, -7.246355], [5.084805, -4.464022, -7.915078], [5.823055, -4.448362, -5.125354], [5.009399, -6.696941, -5.633508], [3.688164, -6.022973, -6.454754], [3.152607, -4.864642, -4.174589], [4.349471, -5.736839, -3.466942], [1.026107, -7.824014, -4.551188], [1.508668, -6.568116, -5.712218], [1.012000, -6.124813, -4.063596], [10.862761, -9.312565, 4.156994], [10.293692, -8.390534, 3.216516], [9.822333, -8.932253, 1.975386], [8.972550, -7.903627, 1.173978], [9.948636, -6.859329, 0.899870], [9.337309, -5.505809, 0.777461], [10.304585, -4.320909, 0.631712], [11.169241, -4.311987, 1.766643], [12.302379, -3.452306, 1.658429], [11.726716, -9.820820, 3.728800], [10.036981, -9.981837, 4.398354], [11.272186, -8.827524, 5.043112], [9.118116, -9.690808, 2.317106], [10.612431, -9.380437, 1.372903], [8.188082, -7.603838, 1.868836], [8.541069, -8.313410, 0.260739], [10.739968, -6.873043, 1.527329], [8.864931, -5.284294, 1.734478], [8.609556, -5.488035, -0.033814], [9.814031, -3.353203, 0.526806], [10.858060, -4.430842, -0.300859], [12.864443, -3.518496, 0.726868], [12.922845, -3.689765, 2.522568], [11.873159, -2.450498, 1.674173], [4.058081, 5.067832, 9.286431], [3.448914, 3.976664, 8.477537], [2.763568, 2.901439, 9.406938], [2.209689, 1.811639, 8.620496], [3.128678, 0.765572, 8.493132], [2.471450, 4.577190, 7.575088], [4.906639, 4.688365, 9.855695], [3.435095, 5.470839, 10.084904], [4.444054, 5.882276, 8.673402], [4.166472, 3.439218, 7.857562], [1.909378, 3.417266, 9.845554], [3.488386, 2.653341, 10.182304], [3.424583, 0.279072, 9.422569], [4.054069, 1.074173, 8.006800], [2.705904, -0.058458, 7.918367], [2.862442, 5.337160, 7.036896], [1.807009, 5.109965, 8.118014], [1.124267, 6.099523, -11.726961], [0.206845, 6.079402, -10.471276], [1.054164, 6.646355, -9.269588], [2.114113, 5.741757, -8.938064], [1.571578, 4.597732, -8.215258], [-0.926285, 6.944966, -10.776131], [1.639680, 7.036282, -11.938949], [0.539964, 5.916118, -12.628652], [1.873568, 5.317968, -11.601156], [-0.130002, 5.052098, -10.332437], [0.390336, 6.867462, -8.433793], [1.562679, 7.590160, -9.466410], [0.736759, 4.787621, -7.540633], [2.439264, 4.153916, -7.727163], [1.253403, 3.786113, -8.869577], [-1.326504, 6.750297, -11.682789], [-0.580928, 7.891522, -10.845864], [-4.194098, -5.822636, 3.475549], [-4.681242, -4.913101, 4.584954], [-5.198264, -5.657912, 5.798174], [-6.426280, -6.318511, 5.503347], [-6.957169, -7.049343, 6.593370], [-3.525451, -4.112983, 4.967913], [-3.346247, -6.487197, 3.641720], [-3.854258, -5.282029, 2.592177], [-5.065025, -6.437360, 3.248183], [-5.441545, -4.261825, 4.153822], [-5.439750, -5.045666, 6.667046], [-4.491981, -6.426902, 6.111090], [-7.996700, -7.296898, 6.378533], [-7.012118, -6.452641, 7.503883], [-6.375873, -7.971225, 6.611497], [-2.787931, -4.743740, 5.247771], [-3.139272, -3.733043, 4.115494]],
  "forces_ev_per_angstrom": [[-0.427, 0.001, -0.099], [1.731, -0.172, 0.852], [-2.021, -1.329, 1.960], [-1.776, 0.635, -1.053], [2.621, -0.501, -2.435], [-0.434, -0.021, -0.768], [-0.132, 0.208, 0.101], [-0.673, 0.076, 0.611], [0.455, 1.131, 0.339], [-0.404, -0.230, -0.333], [-0.158, 0.042, 0.138], [0.747, 0.200, 0.704], [1.484, 0.605, -0.033], [-1.303, 0.493, -0.207], [1.526, -0.533, 1.773], [-0.555, -0.163, -1.338], [0.605, 0.094, -0.675], [0.088, -0.262, 0.272], [-0.878, -0.810, 1.807], [2.323, 0.794, -0.301], [-0.666, 1.216, -1.108], [-0.485, -0.115, -0.365], [-0.433, 0.029, 0.079], [0.054, -0.148, -0.069], [-0.268, -0.489, 0.269], [-0.370, 0.170, -0.121], [-0.081, 0.358, -0.005], [0.368, -0.721, 0.139], [-0.127, -0.117, -0.009], [-0.075, 0.633, -0.433], [-0.592, -0.474, 0.283], [-0.751, -0.342, -0.387], [-0.074, 0.298, -0.059], [-0.274, 0.084, -0.437], [0.095, -0.169, 0.656], [0.391, -0.428, 0.271], [-0.523, 0.024, -0.020], [-0.928, -0.661, 0.099], [0.994, 0.219, -1.059], [1.954, 0.208, 0.817], [0.109, -0.461, 1.706], [-0.746, -0.808, -0.833], [1.266, 2.435, -0.540], [0.628, -0.678, -0.239], [-0.475, -0.388, 0.149], [-0.088, 0.312, -0.111], [0.040, -0.003, -0.578], [-0.051, -0.136, 0.026], [-0.598, 0.085, -0.106], [0.376, -0.181, 0.399], [-0.289, -0.001, 0.039], [-0.268, -0.128, 0.262], [-0.011, 0.538, -0.250], [0.401, -0.435, 0.003], [-0.379, 0.591, -0.074], [-0.946, 0.135, 0.249], [0.343, -0.676, -0.131], [0.094, -0.272, -0.054], [-0.047, -0.023, -0.078], [-0.310, 0.243, 0.329], [0.210, 0.422, 0.119], [-0.751, -0.521, 0.806], [0.682, 1.423, -0.121], [-0.202, -1.200, -0.781], [0.319, 0.276, 0.036], [-0.726, 0.102, -0.393], [-0.346, -0.685, 0.289], [2.270, 0.742, -0.378], [-0.851, -0.853, 1.650], [-0.175, 0.138, -0.208], [-0.185, 0.152, -0.485], [0.684, 0.008, -0.076], [-0.226, 0.088, -0.268], [0.357, -0.039, 0.051], [0.386, -0.765, 0.248], [-0.417, 0.155, 0.181], [-0.544, -0.560, -0.015], [0.679, 0.091, -0.132], [-0.100, 0.141, -0.095], [0.381, 0.540, 0.432], [-1.034, -0.245, -0.295], [0.277, 0.246, -0.041], [-0.249, 0.065, -0.177], [-0.429, 0.286, -0.344], [0.812, -0.962, -0.619], [1.892, 0.746, 1.549], [-1.586, 0.167, 0.130], [-0.113, 1.415, 1.263], [0.090, -0.861, -0.738], [-0.069, -0.596, 1.258], [0.274, 1.438, -1.014], [-0.269, -0.250, 0.638], [-0.598, -1.470, -0.945], [-0.332, -0.070, -0.336], [-0.347, 0.178, -0.744], [-0.019, -0.113, -0.020], [-0.081, 0.266, -0.274], [-0.692, -0.044, -0.196], [0.084, 0.561, -0.086], [-0.072, -0.530, -0.192], [-0.008, -0.432, 0.199], [0.234, -0.007, -0.317], [0.014, -0.251, -0.235], [0.256, -0.382, 0.053], [0.014, 0.107, 0.269], [-0.448, 0.257, 0.284], [0.690, -0.057, 0.251], [0.265, 0.877, -0.166], [-0.432, -0.921, 0.538], [-0.522, 0.282, -0.497], [0.968, 1.410, -0.118], [-0.077, 0.255, 0.232], [0.324, -1.202, -1.072], [-0.591, 0.029, 1.787], [-0.196, -0.417, -0.302], [-1.610, 1.055, 0.173], [1.509, -0.165, 0.133], [-0.448, 0.033, -0.213], [-0.151, -0.058, -0.130], [0.091, -0.136, -0.183], [0.583, -0.073, -0.234], [-0.150, 0.087, 0.431], [-0.006, -0.448, 0.090], [-0.143, -0.098, 0.042], [0.025, 0.111, 0.450], [0.917, 0.160, -0.340], [-0.049, 0.730, -0.289], [-0.969, -0.129, -0.457], [0.579, -0.632, -0.126], [0.300, -0.015, 0.027], [-0.124, 0.041, -0.081], [0.168, 0.108, 0.144], [-0.528, 0.027, -1.209], [0.749, 1.361, -0.265], [-1.529, -0.994, 0.948], [2.539, -0.106, 1.582], [-0.805, 1.765, -1.483], [0.860, 0.030, 1.009], [0.777, -0.846, -0.213], [0.147, -0.700, -0.703], [-1.256, 0.107, 0.137], [-0.145, -0.425, -0.251], [0.391, -0.515, 0.434], [-0.578, 0.514, -0.142], [-0.030, -0.730, -0.511], [0.190, 0.093, 0.003], [-0.323, 0.358, -0.054], [0.068, -0.178, 0.063], [-0.268, 0.196, 0.273], [-0.753, -0.046, 0.123], [-0.033, -0.080, 0.035], [-0.570, 0.037, 0.245], [0.504, -0.169, -0.089], [0.017, -0.538, -0.122], [0.034, 0.348, -0.160], [0.540, 0.494, 0.347], [1.644, -0.022, 1.255], [-1.108, -0.525, 0.038], [-0.434, 1.196, -2.033], [0.699, 0.667, 1.343], [0.477, -0.859, -0.284], [-0.964, -0.152, -0.472], [0.378, -0.062, -0.014], [-0.581, 0.087, -0.322], [-0.155, 0.008, -0.039], [0.276, 0.165, 0.029], [-0.076, -0.183, 0.281], [-0.151, -0.674, 0.006], [-0.116, 0.335, 0.548], [0.105, 0.151, -0.201], [-0.283, 0.317, -0.296], [0.682, -0.204, -0.361], [-0.463, -0.236, 0.481], [0.155, -0.958, 0.317], [1.554, 1.791, -1.592], [-0.374, -0.852, -0.604], [-1.857, -0.622, 1.096], [1.433, -0.269, -0.838], [-0.538, 0.320, 1.102], [-0.053, 0.227, 0.547], [-0.080, -0.384, 0.025], [0.209, 0.010, -0.346], [-0.016, 0.107, 0.436], [-0.059, -0.345, 0.377], [-0.180, 0.025, -0.667], [0.238, 0.548, 0.139], [-0.157, 0.231, 0.528], [-0.272, 0.207, -0.531], [0.029, -0.302, -0.038], [-0.032, 0.262, 0.049], [-1.231, -1.024, -0.700], [1.429, -0.199, -0.311], [-1.226, -0.750, 0.352], [-0.342, 0.535, -0.750], [-0.031, 0.014, -0.940], [0.218, 0.976, 0.686], [-0.054, -0.040, 0.940], [-0.507, 0.366, -0.095], [0.174, -0.346, -0.683], [-0.178, 0.045, 0.293], [0.616, 0.646, -0.041], [0.522, -0.022, 0.079], [0.075, -0.058, -0.341], [0.573, -0.140, 0.296], [-0.063, -0.147, 0.955], [0.094, -0.251, 0.415], [-0.069, 0.407, -0.157]],
  "lowdin_charge": [0.6275, -0.0446, -0.4745, -0.0496, 0.1064, 0.0934, 0.0988, 0.0894, 0.1928, 0.0881, 0.0969, 0.0977, -0.1040, -0.1847, -0.2351, -0.1916, -0.0822, -0.2515, -0.1603, -0.1809, -0.1681, 0.0865, 0.0772, 0.0882, 0.1166, 0.1210, 0.1215, 0.1074, 0.1135, 0.1226, 0.1140, 0.1264, 0.1126, 0.0807, 0.0804, 0.0898, -0.1145, -0.2538, -0.1722, -0.1790, -0.0549, -0.2109, -0.2219, -0.2522, -0.1096, 0.0836, 0.0829, 0.0821, 0.1096, 0.1155, 0.1140, 0.1205, 0.1136, 0.1271, 0.1251, 0.1256, 0.1271, 0.0842, 0.0774, 0.0859, -0.0946, -0.1919, -0.2216, -0.1855, -0.0621, -0.2009, -0.2432, -0.2246, -0.0698, 0.0826, 0.0828, 0.0762, 0.1142, 0.1144, 0.0973, 0.1212, 0.0976, 0.1199, 0.1090, 0.1146, 0.1183, 0.0808, 0.0821, 0.0834, -0.0676, -0.1959, -0.2648, -0.2346, -0.0671, -0.1994, -0.2043, -0.1986, -0.0808, 0.0823, 0.0827, 0.0825, 0.1212, 0.1179, 0.1216, 0.1242, 0.0634, 0.1179, 0.1157, 0.1133, 0.1162, 0.0841, 0.0799, 0.0905, -0.0955, -0.2008, -0.2281, -0.2297, -0.0429, -0.2148, -0.2396, -0.2017, -0.0728, 0.0784, 0.0832, 0.0819, 0.1164, 0.1186, 0.1255, 0.1230, 0.1079, 0.1200, 0.1143, 0.1085, 0.1136, 0.0828, 0.0756, 0.0763, -0.0847, -0.2218, -0.2137, -0.1916, -0.0510, -0.1811, -0.2264, -0.2051, -0.0947, 0.0837, 0.0844, 0.0858, 0.1098, 0.1233, 0.1126, 0.1176, 0.0985, 0.1124, 0.1175, 0.1160, 0.1150, 0.0835, 0.0911, 0.0818, -0.0895, -0.4423, -0.1584, -0.1815, -0.1424, 0.0252, 0.0777, 0.0846, 0.0809, 0.1316, 0.1196, 0.1229, 0.0845, 0.0821, 0.0856, 0.0638, 0.0642, -0.0756, -0.4046, -0.1999, -0.1863, -0.0968, 0.0157, 0.0771, 0.0673, 0.0703, 0.1255, 0.1104, 0.1237, 0.0867, 0.0821, 0.0740, 0.0636, 0.0669, -0.0813, -0.4335, -0.2014, -0.2095, -0.1035, 0.0173, 0.0810, 0.0737, 0.0771, 0.1429, 0.1221, 0.1269, 0.0865, 0.0858, 0.0916, 0.0659, 0.0592],
  "homo_energy_ev": -9.60,
  "total_charge": 1,
  "relative_energy_ev": 5.852,
  "e_tot_ev": -101537.2439
}